Computed, not measured: 2 unconnected molecules or ions with the total composition C30H42N3O, with wB97M-V/def2-TZVPD.

Geometry as XYZ:
```
76
Properties=species:S:1:pos:R:3:forces:R:3
C 2.67890 5.44890 0.29755 -0.49 0.03 0.04
N 2.34631 4.04825 0.11348 0.15 -1.45 -0.16
C 3.33741 3.13061 -0.15266 -0.51 0.72 0.13
O 4.52218 3.36580 -0.25798 -0.79 -0.30 0.01
C 2.66553 1.77132 -0.27005 -0.21 -0.97 -0.54
C 3.21886 0.78775 0.76086 -0.19 -0.04 0.43
C 4.69120 0.54259 0.61542 0.26 0.05 -0.04
C 5.58136 0.90373 1.61659 -0.28 -0.04 -0.05
C 6.93562 0.68209 1.46792 0.10 0.06 0.17
C 7.42197 0.10782 0.31173 0.24 -0.03 0.02
C 6.54630 -0.24955 -0.69224 0.00 -0.11 -0.27
C 5.19201 -0.03133 -0.54229 -0.12 -0.02 0.10
N 1.19914 2.00457 -0.10052 -0.53 -0.80 -0.08
C 0.23845 1.03850 -0.19042 2.40 2.08 0.20
C -1.10491 1.28155 -0.02257 -1.48 0.10 0.15
C -2.11628 0.34601 -0.09269 0.99 0.56 0.03
C -3.48850 0.68278 0.08926 -0.65 0.29 0.11
C -4.48864 -0.30481 0.02808 0.34 0.14 0.00
C -5.81193 0.01848 0.20815 0.01 -0.03 0.00
C -6.20239 1.32992 0.45426 -0.05 -0.05 -0.01
C -7.63854 1.66760 0.64175 -0.32 0.27 0.08
C -5.22731 2.31733 0.51825 0.21 0.02 -0.01
C -3.90148 2.00851 0.34059 0.01 -0.33 -0.06
C 0.96810 3.47146 0.16062 0.26 0.67 0.08
C 0.37377 3.69802 1.54791 0.04 -0.13 0.15
C 0.13582 4.10260 -0.95130 -0.01 -0.09 -0.20
H 3.75910 5.56836 0.22729 -0.10 -0.22 -0.03
H 2.20564 6.05253 -0.47388 0.01 0.14 -0.04
H 2.34909 5.79280 1.27584 0.01 0.08 0.07
H 2.82666 1.39111 -1.28592 0.09 0.04 0.14
H 3.01204 1.19785 1.75333 0.00 -0.02 0.03
H 2.68255 -0.16601 0.70509 -0.08 0.09 -0.13
H 5.20570 1.36760 2.51299 -0.06 0.10 0.23
H 7.61477 0.96006 2.25687 0.09 0.07 0.12
H 8.48169 -0.05972 0.19334 0.08 -0.02 -0.01
H 6.92098 -0.69896 -1.59723 0.04 -0.06 -0.15
H 4.51135 -0.30317 -1.33130 -0.12 -0.14 -0.27
H 0.55003 0.03413 -0.40091 0.49 -0.36 -0.10
H -1.39785 2.28924 0.18598 -0.01 0.09 0.02
H -1.85068 -0.68022 -0.28509 0.03 -0.48 -0.12
H -4.20492 -1.32448 -0.16039 0.09 -0.30 -0.06
H -6.56830 -0.74531 0.16213 -0.12 -0.23 -0.03
H -7.77972 2.73450 0.82468 0.03 -0.11 -0.02
H -8.21579 1.40209 -0.24475 -0.03 -0.06 0.02
H -8.05534 1.12541 1.49133 -0.04 -0.06 -0.04
H -5.52113 3.33484 0.71085 -0.03 0.21 0.03
H -3.18023 2.80190 0.39599 0.11 0.23 0.02
H 1.04818 3.31432 2.31112 0.08 -0.04 0.02
H 0.23350 4.76231 1.72967 -0.01 0.02 -0.08
H -0.58553 3.20173 1.68028 0.01 0.10 -0.01
H 0.65103 3.99311 -1.90385 0.06 -0.01 -0.05
H -0.84477 3.64334 -1.05567 0.01 0.12 0.04
H -0.00195 5.16637 -0.76287 0.00 -0.02 0.08
C -2.32633 -6.01170 -1.74415 0.06 0.07 0.11
C -1.92306 -4.54851 -1.55654 0.18 0.14 0.14
C -1.76101 -3.84520 -2.90230 -0.05 0.03 0.04
C -0.61877 -4.42488 -0.74231 0.04 -0.03 -0.10
C -0.67727 -5.08608 0.65343 -0.06 0.30 -0.14
C 0.23309 -4.22180 1.53748 0.17 -0.15 0.10
C 0.17609 -2.82457 0.90164 -0.20 0.05 -0.16
N -0.23825 -2.99262 -0.51352 0.28 -0.18 0.02
H -1.54226 -6.56446 -2.26260 0.08 -0.02 -0.07
H -2.49912 -6.51055 -0.78957 -0.02 0.02 0.00
H -3.23786 -6.10247 -2.33643 0.01 0.06 0.01
H -2.71263 -4.03334 -0.98247 0.17 -0.08 -0.06
H -0.95161 -4.29991 -3.47509 0.04 -0.10 -0.06
H -2.66852 -3.90955 -3.50435 -0.01 -0.01 0.03
H -1.51332 -2.79079 -2.77016 -0.05 0.00 0.03
H 0.18625 -4.90661 -1.31876 -0.15 -0.01 -0.01
H -1.70716 -5.06568 1.02662 0.06 0.05 -0.02
H -0.36446 -6.13795 0.62578 -0.07 0.32 -0.02
H -0.09421 -4.21297 2.58564 0.11 0.02 -0.27
H 1.25959 -4.61075 1.52539 -0.19 0.11 -0.07
H -0.58122 -2.21007 1.40192 0.07 -0.03 0.14
H 1.13212 -2.29159 0.98383 -0.11 -0.10 -0.04
H 0.51082 -2.72419 -1.15811 -0.36 -0.29 0.44
```
Forces are in eV/Å.

E_HOMO: -0.41003 Ha
HOMO-LUMO gap: 6.55 eV
F_max: 3.18 eV/A
net charge: +1

---

Computed, not measured: a molecular structure, C30H43BiF5OP2, with wB97M-V/def2-TZVPD.

Geometry as XYZ:
```
82
Properties=species:S:1:pos:R:3:forces:R:3
Bi 0.10944 -1.23455 -2.73460 -1.28 2.42 7.78
C 0.11815 3.14443 0.10934 0.02 -0.43 1.36
C -1.15007 2.87609 -0.47043 0.54 -0.26 0.75
C -1.14502 2.00731 1.64866 -2.65 -0.19 -1.72
C 0.10119 2.64385 1.42883 1.25 1.25 -2.23
C -1.92550 2.15979 0.47940 0.84 -0.47 1.77
C 1.23171 3.88651 -0.51928 0.39 0.35 0.00
H 1.15517 3.87381 -1.60835 0.09 0.07 0.01
H 2.19258 3.44548 -0.24036 0.01 0.08 -0.12
H 1.25240 4.93498 -0.19459 0.08 -0.07 -0.18
C 1.14230 2.85887 2.43733 0.63 0.08 0.49
H 2.03491 3.31923 2.00695 -0.14 0.06 0.05
H 1.46668 1.93703 2.92586 -0.17 0.13 0.00
H 0.76006 3.52693 3.22072 0.12 -0.06 -0.01
C -1.58959 1.40770 2.91153 -0.13 -0.45 0.63
H -1.61952 2.16118 3.70733 -0.06 -0.05 -0.01
H -0.91382 0.62149 3.26098 0.02 0.12 -0.06
H -2.58220 0.96237 2.82698 0.00 0.13 0.01
C -3.29720 1.64739 0.28717 -0.54 -0.18 0.11
H -4.05273 2.26408 0.79153 0.03 -0.08 -0.13
H -3.37982 0.64052 0.70537 -0.16 -0.02 -0.06
H -3.56560 1.59762 -0.77001 -0.08 -0.01 0.02
C -1.56528 3.21429 -1.83289 -0.09 0.07 -0.72
H -2.11596 4.15726 -1.92412 0.02 -0.04 0.18
H -2.21090 2.43500 -2.23662 -0.13 -0.02 -0.11
H -0.69478 3.30021 -2.48038 0.04 0.07 -0.15
C 2.72656 -3.23997 -4.90203 1.41 0.12 -0.74
C 2.95609 -2.02723 -5.42550 0.89 -0.82 -0.24
C 2.02443 -1.30211 -6.34567 0.55 0.09 -0.68
C 0.54450 -1.65329 -6.23378 -0.14 0.59 -0.09
C -0.01057 -1.89892 -4.82565 -1.79 -2.16 -3.22
C -0.16183 -3.20897 -4.38710 -1.37 1.52 -1.51
C 0.39154 -4.37485 -5.08102 0.58 -0.97 0.03
C 1.84221 -4.24643 -5.57759 -0.18 -0.57 0.04
H 2.33859 -1.58047 -7.36451 -0.09 0.41 0.03
H 0.32364 -2.49844 -6.89801 -0.13 -0.04 0.58
H 2.14193 -0.20662 -6.25866 0.20 -0.51 0.04
H 1.87178 -4.12683 -6.67047 -0.02 0.16 0.38
H 3.42147 -3.64274 -4.14048 -0.24 0.27 -0.88
H 3.96283 -1.58662 -5.30875 -0.86 0.14 0.47
H 2.29636 -5.22366 -5.38302 0.02 0.13 -0.20
H 0.34800 -5.20667 -4.36614 -0.14 0.06 -0.29
H -0.83688 -3.51672 -3.58604 0.20 0.44 -0.19
H -0.22985 -4.66088 -5.94043 -0.24 0.16 0.24
H -0.02261 -0.81565 -6.67459 0.13 -0.27 0.26
H -0.65877 -0.97136 -4.46187 -0.09 -1.78 -2.06
P 2.58743 -2.05295 -1.70052 1.03 1.36 2.02
P -1.11032 -3.23546 -1.28702 0.96 1.39 0.14
C 1.80053 -3.76506 -2.05163 -0.90 -0.18 -1.77
C 0.43197 -4.33993 -1.48118 -0.56 -0.62 0.02
H 2.58153 -4.55043 -1.93428 -0.45 0.57 0.12
H 1.60006 -3.70249 -3.12682 0.34 -0.55 0.24
H 0.10654 -5.23203 -2.06207 0.57 0.46 -0.02
H 0.57662 -4.74556 -0.47209 -0.20 0.45 -0.26
C -1.85061 -3.58674 0.30111 0.04 0.35 0.56
H -2.34312 -2.65421 0.59117 0.01 -0.17 0.24
H -1.09220 -3.84079 1.03740 0.06 0.15 0.04
H -2.59904 -4.38571 0.24220 0.14 0.10 -0.24
C -2.68935 -3.03703 -2.27547 -0.16 -0.85 -0.81
H -3.18069 -3.98295 -2.49439 -0.18 -0.11 0.00
H -2.58059 -2.50183 -3.22660 0.19 -0.22 0.11
H -3.40779 -2.41643 -1.71807 0.60 -0.25 0.39
C 4.45873 -2.21597 -1.98072 -0.57 -0.22 0.23
H 4.86162 -1.21496 -1.73184 -0.22 -0.55 -0.16
H 4.66994 -2.46774 -3.02913 0.24 0.05 0.38
H 4.90315 -2.94605 -1.28508 -0.26 0.20 -0.34
C 2.49834 -0.60261 -3.10303 0.56 -0.87 -1.29
H 2.10286 0.44107 -3.01324 0.55 -0.79 1.07
H 1.91626 -1.04391 -3.94029 1.39 0.75 -0.09
H 3.53304 -0.60568 -3.45743 -0.27 0.49 -0.01
F 2.19500 -4.03132 5.40721 -0.04 -0.12 0.32
C 1.89307 -3.45706 4.23532 0.21 -0.18 0.40
C 1.92851 -4.23044 3.07586 0.27 0.10 0.91
F 2.26256 -5.54706 3.09754 -0.13 0.87 0.25
C 1.67455 -3.62833 1.87807 0.08 0.96 0.23
F 1.96873 -4.38994 0.78614 -0.26 0.15 -0.36
C 1.24038 -2.25846 1.76583 0.04 -0.92 0.54
O 0.70992 -1.79485 0.71333 -0.31 0.24 -1.12
C 1.39600 -1.49947 2.97815 -0.37 -0.08 -1.32
F 1.20090 -0.16302 2.87747 -0.06 -0.51 0.23
C 1.65231 -2.07678 4.18983 0.24 -0.30 0.08
F 1.67950 -1.30114 5.29427 0.07 -0.68 -0.39
```
Forces are in eV/Å.

E_HOMO (alpha / beta): -0.31710 / -0.32008 Ha
HOMO-LUMO gap (alpha / beta): 3.74 / 3.68 eV
F_max: 8.25 eV/A
net charge: +1

---

Computed, not measured: a molecular structure, C30H43F5GaP2S, with wB97M-V/def2-TZVPD.

Geometry as XYZ:
```
82
Properties=species:S:1:pos:R:3:forces:R:3
Ga -4.15962 1.95384 1.32344 4.36 3.10 -1.89
C 1.42460 1.39308 1.82906 0.83 -0.33 -0.98
C 0.81977 0.28167 2.47821 0.56 1.64 -0.26
C 2.16230 -0.52476 0.79479 -2.27 -4.28 1.99
C 2.26073 0.89030 0.79576 -1.27 3.92 1.17
C 1.26421 -0.90279 1.82628 2.35 -0.86 -2.73
C 1.27612 2.82391 2.16507 0.09 0.71 0.14
H 0.38259 3.00212 2.77346 0.18 0.06 -0.13
H 1.19822 3.42310 1.24646 -0.10 -0.06 0.32
H 2.14930 3.20077 2.72284 -0.31 -0.03 -0.09
C 3.10604 1.68668 -0.11299 -0.09 0.33 0.22
H 3.00154 2.75646 0.08829 0.06 -0.21 -0.04
H 2.83216 1.50395 -1.15941 -0.02 -0.09 0.14
H 4.16608 1.41878 -0.00316 -0.12 -0.09 -0.02
C 2.91040 -1.42667 -0.10402 0.03 -0.29 -0.05
H 3.99595 -1.28592 0.00983 -0.20 0.01 -0.07
H 2.66826 -1.22858 -1.15840 0.06 0.04 0.14
H 2.68007 -2.47483 0.11339 0.09 0.23 -0.08
C 0.92009 -2.29170 2.20082 -0.09 -0.56 0.13
H 1.71372 -2.75607 2.80855 -0.26 0.07 -0.12
H 0.78411 -2.91440 1.30589 -0.02 0.10 0.28
H -0.00587 -2.32361 2.78590 0.16 -0.15 -0.15
C -0.07137 0.33729 3.65497 -0.38 -0.27 -0.06
H 0.49779 0.49577 4.58372 0.02 0.02 -0.25
H -0.62400 -0.60236 3.76618 0.14 0.19 0.06
H -0.79846 1.15354 3.57196 0.31 -0.05 0.03
C -5.37493 2.25163 -0.94801 -0.54 -0.06 -2.64
C -5.29054 3.09833 0.31688 0.05 0.46 0.70
C -6.50228 3.18771 1.27746 -0.23 0.61 -0.32
C -6.72069 1.93442 2.22234 0.39 0.79 0.28
C -5.56320 0.94699 2.18640 -2.05 -2.99 -0.65
C -5.25196 0.23986 0.97300 -3.56 -2.62 2.15
C -6.39001 0.09699 -0.04753 0.46 0.04 -0.29
C -6.60361 1.33393 -0.91502 -0.12 0.56 -0.82
H -7.43750 3.45216 0.76053 0.13 -0.21 0.28
H -7.67876 1.46440 1.99056 0.15 -0.33 -0.13
H -6.29115 4.04011 1.93856 -0.05 -0.18 -0.21
H -7.46310 1.89158 -0.52868 0.17 -0.05 -0.18
H -5.43203 2.92990 -1.81542 -0.61 -0.12 0.28
H -4.87026 4.09795 0.12238 -0.26 -0.46 0.02
H -6.87515 1.04972 -1.94058 0.01 -0.05 0.34
H -6.23140 -0.79208 -0.67290 0.43 0.31 0.18
H -4.57296 -0.62161 0.99132 0.14 0.65 0.25
H -7.32461 -0.11882 0.49832 0.49 0.11 0.15
H -6.80306 2.30192 3.26121 -0.04 -0.22 -0.47
H -5.30200 0.47319 3.13883 0.80 0.38 -0.29
P -3.73579 1.24753 -1.63965 -0.98 0.53 1.67
P -2.28154 -1.83064 -1.36042 1.00 0.53 0.13
C -4.27173 -0.13317 -2.74171 -0.59 -0.03 0.13
C -3.84991 -1.55941 -2.30633 -0.56 -0.30 -0.14
H -3.88799 0.10156 -3.73938 0.23 -0.02 0.25
H -5.37053 -0.06922 -2.85901 0.43 -0.22 0.06
H -4.64637 -2.01996 -1.70420 0.00 0.04 -0.26
H -3.74710 -2.15336 -3.22075 -0.18 -0.04 0.14
C -1.57832 -3.31454 -2.19296 0.01 -0.11 -0.10
H -0.60248 -3.54319 -1.73912 -0.30 0.06 -0.08
H -1.40898 -3.14795 -3.26017 -0.07 0.04 0.12
H -2.24186 -4.17765 -2.06305 0.13 0.02 -0.12
C -2.84926 -2.73193 0.14249 -0.31 0.05 -0.02
H -3.63607 -3.45028 -0.11900 0.08 -0.01 0.24
H -3.21738 -2.02542 0.89523 0.06 -0.23 -0.02
H -1.99453 -3.26902 0.57534 -0.22 0.15 -0.11
C -3.16817 2.48789 -2.84367 0.32 0.28 0.12
H -2.67690 3.29656 -2.28742 -0.07 -0.07 -0.29
H -4.01030 2.89506 -3.42120 0.13 -0.13 0.14
H -2.43095 2.02432 -3.51229 -0.13 0.13 0.29
C -2.27020 2.29564 1.36378 0.54 -0.50 0.91
H -1.76080 1.42875 0.92222 0.15 0.25 0.30
H -2.02515 2.42816 2.42347 0.54 0.03 -0.26
H -2.00236 3.20040 0.80747 -0.30 -0.21 0.11
F 2.09946 -3.29787 -5.87154 -0.24 0.71 0.37
C 1.63643 -2.22196 -5.19715 0.21 -0.57 -0.34
C 0.27356 -1.92881 -5.21817 -0.30 0.06 -0.02
F -0.58748 -2.68594 -5.94224 0.66 0.49 0.48
C -0.19380 -0.87260 -4.44985 -0.16 0.20 0.35
F -1.52064 -0.57086 -4.48571 0.55 -0.45 0.00
C 0.63133 -0.10958 -3.58640 0.67 -0.94 -1.00
S 0.02870 0.95889 -2.43271 -0.15 0.91 0.84
C 2.02367 -0.35170 -3.73698 -0.37 0.41 0.09
F 2.88917 0.52310 -3.15577 -0.30 -0.96 -0.24
C 2.51572 -1.41131 -4.48056 0.59 0.04 0.09
F 3.84885 -1.66443 -4.48918 -0.94 0.11 -0.14
```
Forces are in eV/Å.

E_HOMO (alpha / beta): -0.32354 / -0.32094 Ha
HOMO-LUMO gap (alpha / beta): 3.29 / 3.15 eV
F_max: 5.67 eV/A
net charge: +1

---

| no. | energy (a.u.) |
| --- | --- |
| 1 | -1407.641697 |
| 2 | -2640.077657 |
| 3 | -4673.394851 |